No. 1
ORCA calculation (ωB97M-V with the def2-TZVPD basis set) on an isolated ion of composition C8H17BrClN2O and charge +1 at a distorted geometry.

Molar mass (g mol⁻¹): 272.6
Relative energy (zero: lowest compared OMol25 entry of this formula, charge and spin) (kJ/mol): 37.8
Spin multiplicity: 1
Total charge: +1
Frontier orbital gap (eV): 10.0
Lowest unoccupied orbital energy (eV): -3.09

Atoms and positions in Å:
C (-2.44, 0.51, -2.12)
C (-1.22, 0.61, -1.18)
C (-0.70, -0.75, -0.65)
N (0.45, -0.63, 0.37)
C (1.74, -0.25, -0.26)
C (2.54, 0.59, 0.84)
O (1.60, 1.41, 1.45)
C (1.36, 2.69, 0.77)
C (0.43, -1.94, 1.05)
N (-1.02, -2.22, 1.17)
C (-1.78, -1.49, 0.30)
Cl (-2.99, -0.43, 1.19)
Br (-2.91, -2.89, -0.87)
H (-2.10, -0.02, -2.99)
H (-2.64, 1.48, -2.28)
H (-3.19, -0.08, -1.42)
H (-1.34, 1.10, -0.26)
H (-0.36, 1.00, -1.62)
H (-0.35, -1.27, -1.46)
H (0.42, 0.20, 1.21)
H (2.15, -1.13, -0.54)
H (1.51, 0.22, -1.25)
H (2.99, 0.13, 1.61)
H (3.38, 1.25, 0.51)
H (1.14, 3.26, 1.73)
H (0.51, 2.67, -0.04)
H (2.25, 3.02, 0.40)
H (1.05, -1.92, 1.88)
H (0.98, -2.63, 0.46)
H (-1.44, -2.47, 2.01)

Löwdin population analysis, charges in e, atoms 1 to 6:
1. C -0.0401
2. C -0.2357
3. C -0.2276
4. N -0.0709
5. C -0.0361
6. C -0.1487

=====

No. 2
ORCA calculation (ωB97M-V with the def2-TZVPD basis set) on a 10-piece molecular cluster, C2H25NO10 overall at a distorted geometry.

Molar mass (g mol⁻¹): 223.2
Relative energy (zero: lowest compared OMol25 entry of this formula, charge and spin) (kJ/mol): 369.9
Spin multiplicity: 1
Frontier orbital gap (eV): 8.6
Lowest unoccupied orbital energy (eV): -0.21

Atoms and positions in Å:
N (0.86, -1.00, 0.36)
C (1.62, -1.15, -0.90)
C (1.17, 0.01, -1.87)
O (-0.03, 0.65, -1.49)
H (0.96, -1.80, 1.00)
H (-0.10, -0.62, 0.38)
H (1.51, -2.16, -1.26)
H (2.74, -1.30, -0.70)
H (0.80, -0.57, -2.85)
H (1.91, 0.89, -2.16)
H (0.05, 1.39, -0.97)
O (0.41, 2.45, -3.30)
H (0.19, 2.08, -2.45)
H (0.43, 1.78, -3.94)
O (1.51, 2.19, 1.93)
H (1.32, 1.24, 2.15)
H (1.77, 2.63, 2.75)
O (-2.17, 0.51, 1.94)
H (-2.14, 1.20, 2.67)
H (-2.02, 1.11, 1.21)
O (-0.97, 3.12, 0.78)
H (-1.16, 4.05, 0.52)
H (-0.10, 3.36, 1.26)
O (-2.57, -1.79, 0.68)
H (-1.80, -2.26, 0.89)
H (-2.57, -0.95, 1.18)
O (-0.55, -2.58, -2.34)
H (-1.20, -2.03, -1.89)
H (-0.89, -3.39, -2.75)
O (0.34, -0.20, 3.25)
H (0.17, -1.11, 3.40)
H (-0.40, 0.28, 3.46)
O (-3.30, -1.51, -2.01)
H (-3.50, -2.02, -1.26)
H (-3.38, -0.53, -1.81)
O (4.03, -0.90, 1.29)
H (3.84, -0.32, 2.11)
H (3.20, -0.75, 0.76)

Löwdin population analysis, charges in e, atoms 1 to 6:
1. N -0.0187
2. C -0.2412
3. C -0.2027
4. O -0.1043
5. H 0.0846
6. H 0.0563

=====

No. 3
ORCA calculation (ωB97M-V with the def2-TZVPD basis set) on one molecule with the formula C17H13Cl3N4O3S at a distorted geometry.

Molar mass (g mol⁻¹): 459.7
Relative energy (zero: lowest compared OMol25 entry of this formula, charge and spin) (kJ/mol): 0.0
Spin multiplicity: 1
Frontier orbital gap (eV): 9.0
Lowest unoccupied orbital energy (eV): -0.33

Atoms and positions in Å:
O (-2.77, 0.68, -4.52)
S (-1.88, 1.85, -4.31)
O (-1.27, 2.18, -5.59)
C (-2.86, 3.29, -3.74)
C (-3.60, 3.00, -2.43)
C (-4.71, 3.94, -2.00)
C (-5.04, 2.55, -2.54)
C (-0.69, 1.49, -3.02)
N (0.30, 2.23, -2.58)
N (0.92, 1.58, -1.55)
C (0.29, 0.45, -1.33)
C (0.63, -0.54, -0.30)
C (1.85, -0.52, 0.34)
N (2.17, -1.38, 1.34)
C (1.26, -2.28, 1.72)
O (1.58, -3.18, 2.72)
C (2.71, -2.96, 3.49)
C (3.68, -3.98, 3.60)
C (4.87, -3.74, 4.32)
Cl (6.16, -4.91, 4.44)
C (5.01, -2.54, 4.99)
C (4.04, -1.58, 4.97)
Cl (4.25, -0.07, 5.80)
C (2.88, -1.75, 4.20)
C (0.03, -2.44, 1.06)
Cl (-1.05, -3.73, 1.50)
C (-0.26, -1.53, 0.04)
N (-0.71, 0.35, -2.23)
H (-2.14, 4.14, -3.57)
H (-3.62, 3.55, -4.51)
H (-2.93, 2.59, -1.64)
H (-5.02, 4.79, -2.63)
H (-4.86, 4.12, -0.93)
H (-5.32, 1.80, -1.79)
H (-5.55, 2.55, -3.50)
H (2.56, 0.28, 0.13)
H (3.56, -4.95, 3.11)
H (5.91, -2.39, 5.55)
H (2.18, -0.90, 4.12)
H (-1.23, -1.57, -0.42)
H (-1.34, -0.44, -2.32)

Löwdin population analysis, charges in e, atoms 1 to 6:
1. O -0.3365
2. S 0.7282
3. O -0.3132
4. C -0.2042
5. C -0.3474
6. C -0.1132

=====

No. 4
ORCA calculation (ωB97M-V with the def2-TZVPD basis set) on C23H32N4O3PRuS5 as an isolated structure at a distorted geometry.

Molar mass (g mol⁻¹): 704.9
Relative energy (zero: lowest compared OMol25 entry of this formula, charge and spin) (kJ/mol): 161.3
Spin multiplicity: 2
Frontier orbital gap (alpha / beta) (eV): 7.5 / 6.6
Lowest unoccupied orbital energy (alpha / beta) (eV): -0.01 / -0.78
Expectation value of S²: 0.76

Atoms and positions in Å:
Ru (0.29, -0.91, -0.46)
C (3.12, -0.15, -2.18)
C (2.50, 0.42, -0.94)
N (2.34, -0.40, 0.07)
N (2.34, 0.17, 1.36)
C (1.57, -0.44, 2.17)
S (0.54, -1.79, 1.68)
S (1.44, 0.02, 3.86)
C (2.45, 1.52, 3.94)
C (1.61, 2.72, 4.30)
C (1.91, 3.50, 5.41)
C (1.14, 4.62, 5.72)
C (0.07, 4.96, 4.91)
C (-0.24, 4.18, 3.80)
C (0.53, 3.07, 3.50)
C (2.07, 1.79, -0.86)
C (2.74, 2.87, -1.48)
C (2.25, 4.14, -1.38)
C (1.06, 4.35, -0.67)
C (0.37, 3.31, -0.10)
C (0.83, 1.99, -0.22)
O (0.08, 1.00, 0.21)
H (4.09, 0.32, -2.33)
H (2.51, 0.05, -3.06)
H (3.27, -1.22, -2.06)
H (2.88, 1.63, 2.94)
H (3.26, 1.36, 4.65)
H (2.74, 3.22, 6.05)
H (1.38, 5.21, 6.59)
H (-0.53, 5.83, 5.15)
H (-1.08, 4.45, 3.17)
H (0.28, 2.45, 2.64)
H (3.67, 2.68, -2.00)
H (2.78, 4.97, -1.84)
H (0.67, 5.36, -0.57)
H (-0.57, 3.48, 0.42)
C (-4.82, 1.88, -2.63)
C (-3.37, 1.50, -2.48)
O (-3.26, 0.06, -2.66)
P (-2.00, -0.69, -2.03)
S (-0.32, 0.11, -2.67)
S (-2.08, -0.90, -0.07)
O (-2.25, -2.17, -2.60)
C (-2.28, -2.41, -4.03)
C (-1.99, -3.87, -4.25)
H (-4.92, 2.97, -2.58)
H (-5.42, 1.43, -1.84)
H (-5.21, 1.54, -3.59)
H (-2.98, 1.77, -1.50)
H (-2.74, 1.98, -3.24)
H (-1.52, -1.78, -4.51)
H (-3.26, -2.12, -4.40)
H (-0.99, -4.12, -3.90)
H (-2.06, -4.10, -5.32)
H (-2.72, -4.49, -3.73)
C (-1.83, -5.03, 0.46)
N (-1.02, -4.20, -0.43)
C (0.29, -4.04, -0.50)
S (0.90, -2.87, -1.66)
N (1.19, -4.73, 0.21)
C (1.00, -5.56, 1.39)
H (-2.86, -4.77, 0.26)
H (-1.62, -4.82, 1.51)
H (-1.69, -6.09, 0.25)
H (-1.52, -3.56, -1.03)
H (2.11, -4.35, 0.08)
H (0.27, -6.35, 1.22)
H (0.70, -4.96, 2.25)
H (1.95, -6.03, 1.61)

Löwdin population analysis, charges in e, atoms 1 to 6:
1. Ru 0.5597
2. C -0.0538
3. C -0.3434
4. N -0.1114
5. N -0.0533
6. C -1.0634

=====

No. 5
ORCA calculation (ωB97M-V with the def2-TZVPD basis set) on C38H48BN7O2PdS2Se as an isolated structure at a distorted geometry.

Molar mass (g mol⁻¹): 895.2
Relative energy (zero: lowest compared OMol25 entry of this formula, charge and spin) (kJ/mol): 733.2
Spin multiplicity: 3
Frontier orbital gap (alpha / beta) (eV): 6.0 / 5.4
Lowest unoccupied orbital energy (alpha / beta) (eV): 0.26 / -1.16
Expectation value of S²: 2.06

Atoms and positions in Å:
Pd (0.96, -1.22, 0.02)
C (-0.01, 2.31, 2.65)
N (-1.21, 1.48, 2.75)
C (-2.44, 1.97, 3.11)
C (-3.30, 0.93, 3.05)
N (-2.62, -0.19, 2.64)
B (-3.49, -1.50, 2.31)
N (-2.52, -3.70, 1.39)
C (-2.46, -5.17, 1.43)
C (-1.67, -5.57, 0.44)
N (-1.05, -4.53, -0.21)
C (-0.71, -4.59, -1.61)
C (-1.23, -3.33, 0.58)
S (-1.39, -1.79, -0.33)
C (-1.35, 0.17, 2.47)
S (0.12, -0.87, 2.20)
H (-0.33, 3.34, 2.79)
H (0.43, 2.20, 1.66)
H (0.71, 2.01, 3.39)
H (-2.59, 3.00, 3.37)
H (-4.36, 0.87, 3.26)
H (-3.73, -1.50, 1.13)
H (-4.50, -1.34, 2.95)
H (-3.01, -5.71, 2.17)
H (-1.47, -6.60, 0.15)
H (0.15, -5.25, -1.76)
H (-0.44, -3.59, -1.94)
H (-1.54, -4.94, -2.22)
C (1.47, 0.35, 9.38)
C (0.88, -0.85, 8.70)
C (0.75, -2.04, 9.41)
C (0.22, -3.17, 8.81)
C (-0.17, -3.12, 7.48)
C (-0.06, -1.94, 6.76)
N (-0.41, -1.88, 5.40)
C (-1.51, -2.49, 4.81)
C (-2.62, -2.90, 5.54)
C (-3.68, -3.60, 4.89)
C (-3.74, -3.72, 3.55)
C (-2.76, -2.96, 2.72)
C (-1.47, -2.69, 3.43)
C (-0.31, -2.45, 2.60)
O (1.02, -0.26, 3.23)
O (-0.19, -3.34, 1.51)
C (0.45, -0.79, 7.37)
C (0.54, 0.50, 6.58)
H (1.90, 0.08, 10.35)
H (0.72, 1.13, 9.56)
H (2.26, 0.81, 8.78)
H (1.08, -2.08, 10.44)
H (0.13, -4.09, 9.36)
H (-0.56, -4.00, 6.99)
H (0.28, -1.48, 4.77)
H (-2.65, -2.77, 6.61)
H (-4.47, -4.03, 5.50)
H (-4.59, -4.19, 3.06)
H (-3.30, -3.41, 0.80)
H (-0.27, 0.55, 5.86)
H (1.47, 0.56, 6.01)
H (0.50, 1.37, 7.24)
C (3.87, -5.41, 0.33)
C (4.89, -4.33, 0.64)
C (4.55, -3.54, 1.90)
C (3.36, -2.61, 1.74)
N (3.69, -1.45, 0.89)
C (3.17, -1.19, -0.36)
Se (2.37, -2.45, -1.54)
N (3.67, 0.03, -0.74)
C (3.40, 0.71, -2.00)
C (4.64, 0.80, -2.88)
C (5.11, -0.56, -3.41)
C (4.26, -1.07, -4.57)
C (4.45, 0.55, 0.28)
C (5.11, 1.77, 0.41)
C (5.77, 2.00, 1.60)
C (5.77, 1.06, 2.63)
C (5.11, -0.15, 2.51)
C (4.46, -0.39, 1.30)
H (4.11, -5.93, -0.61)
H (2.86, -5.00, 0.22)
H (3.84, -6.16, 1.12)
H (4.97, -3.64, -0.21)
H (5.88, -4.78, 0.75)
H (5.42, -2.98, 2.24)
H (4.30, -4.24, 2.71)
H (3.01, -2.20, 2.69)
H (2.51, -3.11, 1.28)
H (3.02, 1.71, -1.76)
H (2.60, 0.16, -2.49)
H (5.45, 1.28, -2.33)
H (4.40, 1.46, -3.72)
H (5.10, -1.29, -2.60)
H (6.15, -0.47, -3.73)
H (3.20, -1.08, -4.30)
H (4.53, -2.08, -4.85)
H (4.38, -0.43, -5.45)
H (5.09, 2.51, -0.38)
H (6.30, 2.94, 1.73)
H (6.30, 1.28, 3.55)
H (5.08, -0.86, 3.32)

Löwdin population analysis, charges in e, atoms 1 to 6:
1. Pd 0.2572
2. C -0.0021
3. N -0.0831
4. C -0.0281
5. C -0.0370
6. N 0.0529

=====

No. 6
ORCA calculation (ωB97M-V with the def2-TZVPD basis set) on a 6-piece molecular cluster, C5H24N3O5 overall at a distorted geometry.

Molar mass (g mol⁻¹): 206.3
Relative energy (zero: lowest compared OMol25 entry of this formula, charge and spin) (kJ/mol): 286.0
Spin multiplicity: 1
Total charge: +1
Frontier orbital gap (eV): 7.5
Lowest unoccupied orbital energy (eV): -2.42

Atoms and positions in Å:
C (-1.37, 2.16, -0.53)
C (-0.30, 1.38, 0.25)
C (1.07, 1.43, -0.39)
C (1.96, 0.27, -0.08)
C (1.78, -0.86, -0.81)
N (2.22, -2.10, -0.33)
N (2.64, 0.46, 1.13)
N (-0.87, -0.02, 0.32)
H (-2.34, 1.70, -0.37)
H (-1.17, 2.16, -1.60)
H (-1.54, 3.20, -0.23)
H (-0.17, 1.68, 1.29)
H (0.94, 1.57, -1.48)
H (1.58, 2.40, -0.31)
H (1.38, -0.83, -1.81)
H (1.93, -2.91, -0.84)
H (2.91, -2.12, 0.40)
H (3.17, -0.29, 1.55)
H (3.13, 1.34, 1.25)
H (-0.08, -0.62, 0.58)
H (-1.51, 0.00, 1.12)
H (-1.46, -0.30, -0.47)
H (1.84, -1.31, 2.93)
H (1.29, -2.70, 2.45)
O (1.24, -1.76, 2.34)
H (-1.79, -0.50, -2.84)
H (-3.26, -0.43, -2.55)
O (-2.44, -0.04, -2.30)
H (-2.90, 1.00, 2.88)
H (-1.81, 1.33, 3.76)
O (-1.94, 0.90, 2.89)
H (-3.70, -2.29, 1.23)
H (-2.29, -2.28, 0.79)
O (-3.09, -1.76, 0.67)
H (1.07, 1.50, -3.39)
H (1.26, 0.23, -4.22)
O (0.79, 0.60, -3.50)

Löwdin population analysis, charges in e, atoms 1 to 6:
1. C -0.0323
2. C -0.3020
3. C -0.1411
4. C -0.3632
5. C -0.1618
6. N 0.0479